{"formula": "C14H18F16Hf2NO16S5", "method": "the ωB97M-V functional and the def2-TZVPD basis", "elements": ["Hf", "Hf", "C", "F", "F", "F", "S", "O", "O", "O", "C", "F", "F", "F", "S", "O", "O", "O", "C", "F", "F", "F", "S", "O", "O", "O", "C", "F", "F", "F", "S", "O", "O", "O", "C", "F", "F", "F", "S", "O", "O", "O", "F", "C", "C", "C", "C", "C", "C", "N", "O", "C", "C", "C", "H", "H", "H", "H", "H", "H", "H", "H", "H", "H", "H", "H", "H", "H", "H", "H", "H", "H"], "coordinates": [[3.60, -1.61, -0.48], [1.54, 1.94, 1.43], [-2.24, 1.17, 4.00], [-2.84, 1.22, 2.82], [-2.66, 2.19, 4.73], [-2.48, 0.00, 4.57], [-0.34, 1.25, 3.76], [0.05, 2.58, 3.16], [0.32, 0.90, 4.97], [0.14, 0.43, 2.64], [2.68, -1.82, 4.13], [1.53, -2.03, 3.52], [2.46, -1.23, 5.30], [3.41, -2.92, 4.34], [3.66, -0.57, 3.08], [4.01, -1.23, 1.77], [2.79, 0.60, 2.87], [4.87, -0.33, 3.81], [6.18, 2.92, -0.35], [6.54, 2.62, -1.59], [7.28, 3.15, 0.33], [5.43, 4.03, -0.34], [5.04, 1.63, 0.57], [3.67, 2.13, 0.82], [4.91, 0.36, -0.17], [5.77, 1.48, 1.79], [1.35, 1.85, -3.50], [0.94, 3.11, -3.44], [0.33, 1.02, -3.39], [1.99, 1.66, -4.63], [2.53, 1.53, -2.03], [2.77, 0.06, -1.90], [3.75, 2.25, -2.27], [1.83, 2.06, -0.84], [0.73, -4.46, -2.85], [1.06, -4.58, -4.12], [-0.59, -4.48, -2.73], [1.24, -5.45, -2.12], [1.40, -2.76, -2.27], [0.70, -1.66, -2.89], [1.44, -2.66, -0.80], [2.88, -2.56, -2.45], [1.91, -0.20, 0.51], [-1.56, -1.77, 0.86], [-2.45, -1.08, -0.17], [-3.88, -1.34, 0.38], [-5.00, -0.63, -0.37], [-4.61, 0.86, -0.49], [-3.27, 1.18, -1.06], [-2.23, 0.39, -0.31], [-0.92, 0.79, -0.41], [-3.22, 0.85, -2.57], [-3.09, 2.69, -0.85], [-2.37, -1.92, -1.43], [-0.51, -1.66, 0.58], [-1.73, -2.85, 0.91], [-1.70, -1.35, 1.86], [-4.06, -2.42, 0.46], [-3.95, -0.94, 1.40], [-5.94, -0.75, 0.17], [-5.14, -1.17, -1.31], [-4.83, 1.30, 0.49], [-5.41, 1.16, -1.17], [-4.07, 0.20, -2.80], [-3.34, 1.72, -3.22], [-2.30, 0.34, -2.85], [-2.19, 3.10, -1.31], [-3.94, 3.18, -1.31], [-2.97, 2.95, 0.21], [-1.54, -1.64, -2.08], [-3.21, -1.84, -2.12], [-2.12, -2.96, -1.26]], "mulliken_charge": [1.9250, 2.3908, 0.7234, -0.1838, -0.1665, -0.1863, 1.3218, -0.9338, -0.5047, -0.7746, 0.6012, -0.1252, -0.1676, -0.1673, 0.7136, -0.8910, -0.4483, -0.4307, 0.5741, -0.1721, -0.1516, -0.2015, 0.8393, -0.9122, -0.8301, -0.4256, 0.3854, -0.1682, -0.0780, -0.1485, 0.8981, -0.3883, -0.4593, -0.7134, 0.6518, -0.1480, -0.1220, -0.1643, 1.1745, -0.3672, -0.6838, -0.7949, 1.3515, -1.6516, 2.0383, -1.3977, -0.7753, -1.4484, 2.0010, 0.2948, 0.4125, -1.4141, -1.8670, -1.5900, -0.0045, 0.5397, 0.1383, 0.4554, 0.3186, 0.4698, 0.3606, 0.3658, 0.4280, 0.3466, 0.4210, 0.0584, 0.2765, 0.5012, 0.3190, -0.0839, 0.2535, 0.5917], "largest_force_ev_per_a": 7.8, "s_squared": 0.755, "homo_lumo_gap_ev": [4.5, 5.5], "multiplicity": 2, "total_charge": 2}

***

{"formula": "C14H18FeNO7PS2", "method": "the ωB97M-V functional and the def2-TZVPD basis", "elements": ["Fe", "O", "C", "O", "C", "O", "C", "C", "O", "O", "H", "H", "H", "H", "H", "C", "P", "C", "C", "H", "H", "H", "H", "H", "H", "H", "H", "H", "O", "S", "O", "N", "C", "S", "C", "C", "C", "C", "C", "C", "H", "H", "H", "H"], "coordinates": [[-0.09, 0.60, 0.09], [-3.17, 3.21, -0.30], [-1.90, 2.91, -0.17], [-1.30, 2.17, -0.93], [-1.20, 3.61, 0.99], [-0.29, 2.74, 1.65], [-0.78, 2.17, 2.86], [-1.82, 1.01, 2.60], [-2.70, 0.84, 3.42], [-1.60, 0.38, 1.53], [-3.58, 2.71, -1.03], [-1.94, 4.01, 1.69], [-0.60, 4.42, 0.57], [-1.23, 2.93, 3.50], [0.10, 1.73, 3.35], [2.55, 1.33, -1.91], [2.20, 1.26, -0.10], [2.75, 2.96, 0.38], [3.65, 0.25, 0.40], [3.54, 1.75, -2.08], [1.80, 1.93, -2.41], [2.51, 0.32, -2.30], [3.76, 3.17, 0.05], [2.69, 3.06, 1.46], [2.06, 3.68, -0.06], [4.58, 0.69, 0.03], [3.52, -0.75, -0.03], [3.69, 0.15, 1.48], [0.83, -1.48, 0.89], [0.73, -2.07, -0.44], [1.99, -2.40, -1.04], [-0.14, -1.01, -1.36], [-1.32, -1.51, -1.68], [-2.51, -0.63, -2.42], [-1.51, -2.92, -1.30], [-2.56, -3.75, -1.66], [-2.53, -5.07, -1.24], [-1.49, -5.54, -0.45], [-0.43, -4.71, -0.10], [-0.45, -3.42, -0.55], [-3.37, -3.37, -2.26], [-3.32, -5.74, -1.53], [-1.49, -6.57, -0.11], [0.39, -5.08, 0.51]], "nbo_charge": [1.4751, -0.6389, 0.8109, -0.6601, -0.1742, -0.5560, -0.1971, 0.7560, -0.6386, -0.8585, 0.5193, 0.2175, 0.2200, 0.1932, 0.2058, -0.9275, 0.7577, -0.9118, -0.9244, 0.2267, 0.2408, 0.2579, 0.2314, 0.2430, 0.2340, 0.2283, 0.2707, 0.2420, -0.9680, 2.2564, -0.9293, -0.9684, 0.0898, -0.1554, -0.1389, -0.1420, -0.1900, -0.1875, -0.2046, -0.2285, 0.2475, 0.2213, 0.2223, 0.2324], "largest_force_ev_per_a": 2.4, "s_squared": 6.010, "homo_lumo_gap_ev": [8.0, 7.9], "multiplicity": 5, "total_charge": 0}

***

{"formula": "C14H18FeO12", "method": "the ωB97M-V functional and the def2-TZVPD basis", "elements": ["Fe", "O", "C", "C", "O", "H", "H", "H", "H", "C", "C", "C", "O", "C", "C", "C", "O", "O", "O", "H", "H", "C", "O", "C", "O", "O", "C", "H", "H", "H", "H", "H", "H", "C", "O", "C", "O", "O", "C", "H", "H", "H", "H", "H", "H"], "coordinates": [[0.52, 0.14, -0.73], [1.09, -0.76, -2.50], [2.54, -0.75, -2.64], [3.29, -0.53, -1.20], [2.63, 0.28, -0.26], [2.85, -0.04, -3.40], [2.85, -1.70, -3.08], [4.31, -0.20, -1.41], [3.59, -1.43, -0.67], [-3.42, 1.13, -2.22], [-2.09, 0.95, -1.51], [-1.10, 2.18, -1.62], [0.08, 2.02, -1.22], [-1.56, 3.39, -2.25], [-2.79, 3.46, -2.76], [-3.81, 2.32, -2.72], [-5.00, 2.34, -3.21], [-3.03, 4.56, -3.47], [-1.54, -0.11, -1.17], [-4.05, 0.26, -2.16], [-0.88, 4.22, -2.30], [1.94, 0.08, 3.10], [0.85, 1.03, 3.28], [0.00, 1.21, 2.23], [-0.08, 0.59, 1.21], [-0.55, 2.38, 2.49], [-1.63, 2.92, 1.68], [2.30, -0.10, 4.11], [2.81, 0.52, 2.60], [1.53, -0.80, 2.60], [-1.40, 3.24, 0.66], [-1.86, 3.76, 2.33], [-2.42, 2.16, 1.65], [-1.90, -2.70, 1.87], [-0.47, -3.00, 2.18], [0.39, -2.99, 1.23], [0.25, -2.40, 0.20], [1.43, -3.86, 1.55], [2.56, -3.92, 0.64], [-2.22, -3.31, 1.03], [-2.08, -1.62, 1.80], [-2.53, -2.92, 2.74], [2.33, -4.01, -0.43], [3.03, -4.89, 0.80], [3.24, -3.11, 0.93]], "nbo_charge": [1.9482, -0.8281, -0.0941, -0.0814, -0.9038, 0.1550, 0.1469, 0.1355, 0.1216, -0.4661, 0.4199, 0.3854, -0.7591, -0.4534, 0.3820, 0.3897, -0.6233, -0.6282, -0.7473, 0.2103, 0.2224, -0.2576, -0.4936, 1.0480, -0.7237, -0.4833, -0.2647, 0.1897, 0.2176, 0.1957, 0.2301, 0.2006, 0.1935, -0.2509, -0.5076, 1.0010, -0.6513, -0.5223, -0.2618, 0.2107, 0.2094, 0.1943, 0.2119, 0.1862, 0.1964], "largest_force_ev_per_a": 8.4, "de_lowest_kcal_mol": 5.1, "s_squared": 8.763, "homo_lumo_gap_ev": [6.6, 6.0], "multiplicity": 6, "total_charge": -1}

***

{"formula": "C14H18N4O2W", "method": "the ωB97M-V functional and the def2-TZVPD basis", "elements": ["N", "C", "C", "H", "H", "H", "N", "C", "C", "H", "H", "H", "N", "C", "C", "H", "H", "H", "W", "C", "O", "C", "O", "C", "C", "C", "C", "C", "C", "H", "H", "H", "H", "H", "H", "N", "H", "H", "H"], "coordinates": [[0.40, 1.97, 0.44], [0.33, 3.12, 0.42], [0.40, 4.56, 0.57], [-0.60, 4.98, 0.53], [0.99, 4.97, -0.25], [0.87, 4.80, 1.52], [1.78, -1.16, 0.11], [2.74, -1.79, -0.09], [3.95, -2.57, -0.12], [4.65, -2.15, -0.84], [3.71, -3.59, -0.40], [4.39, -2.57, 0.87], [-1.63, -1.16, 0.44], [-2.74, -1.57, 0.42], [-4.01, -2.21, 0.57], [-3.93, -2.99, 1.33], [-4.30, -2.64, -0.38], [-4.76, -1.47, 0.87], [0.06, -0.04, -0.37], [0.20, -1.84, 2.11], [0.15, -2.78, 2.74], [1.76, 0.56, 2.11], [2.61, 0.99, 2.75], [0.67, 1.22, -2.05], [-0.72, 1.29, -1.91], [-1.47, 0.13, -1.91], [-0.84, -1.11, -2.05], [0.53, -1.17, -2.17], [1.29, -0.01, -2.18], [1.26, 2.12, -2.16], [-1.23, 2.25, -1.91], [-2.56, 0.20, -1.91], [-1.42, -2.02, -2.16], [1.00, -2.15, -2.36], [2.37, -0.04, -2.36], [-1.29, 0.84, 2.31], [-1.79, 0.18, 2.91], [-1.97, 1.28, 1.69], [-0.89, 1.57, 2.90]], "nbo_charge": [-0.5484, 0.6710, -0.7660, 0.3288, 0.3276, 0.3444, -0.5861, 0.6897, -0.7688, 0.3292, 0.3343, 0.3440, -0.5607, 0.6817, -0.7779, 0.3502, 0.3305, 0.3372, 1.6170, 0.5238, -0.3696, 0.5279, -0.3745, -0.2077, -0.2161, -0.2224, -0.2174, -0.1756, -0.2253, 0.3388, 0.3347, 0.3352, 0.3381, 0.3342, 0.3412, -0.9514, 0.4177, 0.3731, 0.4176], "largest_force_ev_per_a": 10.8, "de_lowest_kcal_mol": 58.0, "s_squared": 2.011, "homo_lumo_gap_ev": [6.2, 6.3], "multiplicity": 3, "total_charge": 4}